{"formula": "C20H47AsCl8F6N3O5", "method": "wB97M-V/def2-TZVPD", "mol_weight_g_mol": 882.15, "homo_ha": -0.2861, "total_charge": -1, "lumo_energy_ev": 1.9246, "symbols": ["As", "F", "F", "F", "F", "F", "F", "Cl", "C", "C", "Cl", "H", "H", "H", "H", "Cl", "C", "C", "Cl", "H", "H", "H", "H", "Cl", "C", "C", "Cl", "H", "H", "H", "H", "Cl", "C", "C", "Cl", "H", "H", "H", "H", "C", "C", "C", "O", "H", "H", "H", "H", "H", "H", "H", "H", "C", "C", "C", "O", "H", "H", "H", "H", "H", "H", "H", "H", "O", "C", "N", "C", "H", "H", "H", "H", "H", "O", "C", "N", "C", "H", "H", "H", "H", "H", "O", "C", "N", "C", "H", "H", "H", "H", "H"], "positions_angstrom": [[0.0567, -0.3493, 0.4552], [-1.4348, 0.3274, -0.2902], [-0.7758, -1.9271, 0.5537], [1.4406, -1.1039, 1.2850], [0.8886, 1.1742, 0.3295], [-0.6261, 0.1492, 2.0363], [0.5982, -0.8065, -1.1486], [5.1885, -3.1106, -6.0509], [4.0085, -3.4887, -4.7694], [4.6890, -3.7085, -3.3779], [5.6118, -2.2927, -2.8956], [3.4712, -4.3485, -5.1695], [3.3474, -2.6243, -4.7074], [5.3382, -4.5797, -3.2902], [3.8114, -3.7125, -2.7314], [5.5905, 3.7477, -5.0189], [5.1868, 2.1678, -4.1722], [3.6703, 2.0351, -4.2080], [3.3171, 1.7611, -5.9696], [5.5539, 2.3707, -3.1661], [5.7450, 1.4443, -4.7664], [3.1864, 2.9479, -3.8604], [3.2520, 1.1939, -3.6553], [-3.1792, 3.8053, 4.3542], [-4.4625, 3.5001, 3.1791], [-5.4760, 2.6552, 3.9395], [-6.5163, 3.7582, 4.7969], [-4.0121, 2.9566, 2.3486], [-4.9320, 4.4151, 2.8182], [-5.0432, 1.8454, 4.5268], [-6.1302, 2.1144, 3.2557], [-1.2916, -6.3637, 2.5484], [0.4273, -6.1028, 2.6905], [1.1793, -6.5256, 1.4295], [2.9974, -6.3302, 1.4925], [0.7537, -6.6075, 3.5998], [0.5471, -5.0352, 2.8750], [0.9270, -5.8052, 0.6514], [1.0255, -7.5779, 1.1907], [-0.1547, 5.7832, 0.3493], [1.3870, 6.1876, 0.2595], [2.0532, 6.5048, 1.6657], [2.1118, 5.1238, -0.3792], [-0.6545, 6.5076, 0.9925], [-0.3269, 4.7867, 0.7560], [-0.5817, 5.7136, -0.6511], [1.4334, 7.1474, -0.2551], [3.1427, 6.4934, 1.6956], [1.6853, 5.6823, 2.2792], [1.7199, 7.4866, 2.0018], [1.6683, 4.3302, -0.0709], [-4.1915, -1.9928, -5.8672], [-3.3395, -1.3532, -4.8216], [-2.5804, -0.0447, -5.2073], [-4.0455, -0.9850, -3.6326], [-5.0247, -1.3404, -6.1283], [-4.6116, -2.8897, -5.4119], [-3.5774, -2.2049, -6.7424], [-2.5715, -2.0879, -4.5797], [-1.8658, 0.4085, -4.5202], [-3.1939, 0.7039, -5.7086], [-1.8576, -0.3187, -5.9758], [-3.3948, -0.6497, -3.0115], [-0.9578, -2.8833, 7.6652], [-0.8804, -2.2676, 6.5976], [-1.8843, -2.1037, 5.7638], [0.4712, -1.8114, 6.1362], [-2.8014, -2.4988, 5.9151], [-1.7395, -1.6508, 4.8728], [1.1808, -2.6346, 6.0534], [0.7504, -1.1656, 6.9687], [0.4604, -1.2689, 5.1908], [7.8208, 2.4441, 1.9649], [6.7784, 2.5226, 1.4189], [6.4571, 3.6612, 0.7605], [5.7404, 1.3955, 1.4440], [7.1649, 4.3797, 0.7070], [5.4871, 3.9129, 0.6347], [4.9450, 1.5851, 2.1647], [6.1676, 0.4042, 1.5952], [5.2372, 1.3662, 0.4775], [-8.4537, -2.1792, 1.1969], [-7.3875, -2.5452, 0.6783], [-7.2947, -2.4889, -0.6261], [-6.1708, -3.0322, 1.4339], [-8.1880, -2.1900, -0.9904], [-6.4082, -2.5042, -1.1098], [-5.8566, -2.3897, 2.2565], [-5.2802, -3.0539, 0.8059], [-6.5170, -3.9649, 1.8792]], "forces_ev_per_a": [[-1.5, -0.8, 0.6], [1.2, -0.3, 0.4], [0.4, 1.0, 0.1], [-0.8, 0.7, -0.8], [-0.1, -0.3, 0.0], [0.6, -0.5, -1.0], [0.2, 0.2, 0.6], [0.3, 0.0, -0.2], [0.9, 0.1, 0.3], [-1.5, 0.3, -1.2], [0.4, 0.4, 0.1], [0.0, -0.1, 0.6], [0.0, -0.2, 0.1], [-0.3, 0.0, -0.1], [0.3, -0.6, 0.5], [0.1, -0.2, 0.2], [-0.2, 1.5, 0.0], [0.5, -0.3, -0.8], [-0.6, 0.0, 0.4], [0.1, -0.6, 0.0], [-0.3, -0.3, 0.6], [0.1, 0.0, -0.3], [0.3, -0.1, -0.1], [0.7, 0.7, 0.1], [0.0, -1.1, 0.2], [-0.3, -0.7, -1.7], [-0.6, 0.2, 1.1], [-0.1, 0.0, 0.1], [0.3, 0.0, 0.2], [0.2, 0.6, 0.5], [0.0, 0.2, -0.3], [-0.8, -0.3, -0.4], [1.4, 0.5, 0.6], [0.3, 0.5, 0.0], [-0.6, -0.1, 0.5], [0.1, -0.2, -0.2], [0.2, 0.0, -0.2], [-0.4, -0.6, -0.2], [-0.2, 0.3, -0.2], [1.6, 0.4, 0.1], [-0.4, -0.3, 1.4], [-1.3, -0.9, -1.0], [-0.3, 0.9, 0.0], [-0.3, 0.0, -0.2], [0.4, -0.1, 0.4], [0.0, 0.5, 0.0], [0.3, -0.4, -0.9], [-0.1, -0.1, -0.5], [0.1, 0.3, 0.7], [-0.2, -0.2, 0.3], [0.1, -0.4, -0.1], [-0.6, 0.6, 0.4], [1.9, 2.2, 1.3], [0.7, -1.1, -2.0], [-1.0, -1.0, -0.1], [0.0, 0.0, -0.2], [0.0, -0.2, -0.4], [-0.2, -0.2, 0.0], [0.2, -0.2, 0.3], [-0.7, -0.1, 0.9], [-0.3, 0.1, 0.5], [0.1, -0.2, -0.6], [0.1, 0.0, 0.1], [-0.4, 0.7, -0.5], [1.5, -2.2, 1.5], [-1.7, 0.6, -1.7], [-0.1, 0.8, 0.1], [0.3, 0.0, 0.3], [0.0, -0.1, 0.2], [-0.2, -0.1, 0.2], [0.6, 0.2, -0.3], [0.0, 0.1, 0.1], [3.2, -0.7, 1.4], [-2.3, -0.5, -0.2], [-1.0, 0.5, -0.8], [-0.3, 0.4, -0.8], [-0.3, -0.1, 0.3], [0.2, 0.0, -0.3], [0.2, 0.0, 0.2], [0.2, 0.4, 0.3], [-0.1, 0.0, -0.1], [1.0, -0.8, 0.3], [-0.8, 1.3, 2.5], [0.2, -0.2, -1.8], [-0.2, 0.4, 0.2], [0.5, 0.2, -0.8], [-0.5, 0.0, -0.2], [-0.6, 0.2, 0.1], [-0.2, -0.8, -0.1], [0.7, -0.3, -0.1]], "mulliken_charge": [2.153, -0.536, -0.560, -0.528, -0.493, -0.538, -0.515, -0.201, -0.458, -0.348, -0.165, 0.330, 0.267, 0.334, 0.245, -0.207, -0.381, -0.298, -0.209, 0.198, 0.327, 0.287, 0.276, -0.196, -0.399, -0.382, -0.183, 0.251, 0.330, 0.339, 0.240, -0.197, -0.343, -0.430, -0.223, 0.326, 0.254, 0.287, 0.327, -1.263, 0.364, -1.101, -0.452, 0.350, 0.364, 0.357, 0.233, 0.306, 0.232, 0.345, 0.269, -1.294, 0.602, -1.281, -0.543, 0.348, 0.299, 0.343, 0.177, 0.395, 0.299, 0.348, 0.308, -0.664, 0.599, -0.311, -0.777, 0.203, 0.190, 0.232, 0.245, 0.286, -0.592, 0.641, -0.361, -0.922, 0.213, 0.191, 0.270, 0.311, 0.259, -0.677, 0.637, -0.358, -0.830, 0.232, 0.217, 0.247, 0.325, 0.209]}